The following is a quantum chemistry calculation of a single C9H13N3O molecule at a distorted geometry, from the Open Molecules 2025 dataset.

Positions of all 26 atoms, in Å:
H 1.762 1.273 0.487
H 0.665 2.101 -1.940
O -2.537 -1.999 0.509
C -1.373 2.521 -1.201
C -0.218 1.765 -1.409
C 1.538 0.449 1.120
N 1.811 -0.781 -0.909
H 2.140 0.680 2.059
H 2.848 -2.500 0.423
C 2.868 -1.593 0.941
H 3.858 -1.079 0.729
C -1.232 -1.599 0.048
H -3.267 2.615 -0.185
C -2.346 0.665 -0.016
H -0.546 -1.706 0.902
H 2.790 -1.745 2.037
H -2.948 -2.371 -0.303
C -0.171 0.432 -1.078
N 1.032 -0.149 -1.616
N 1.790 -0.814 0.466
H -1.297 3.521 -1.619
H -3.125 0.238 0.610
H 0.512 0.495 1.517
H -0.844 -2.251 -0.717
C -2.447 1.985 -0.452
C -1.264 -0.153 -0.401

Charge: 0
Energy relative to the best compared isomer or geometry (same formula, charge and spin): 85.6 kcal per mole
2S+1: 1
Orbital gap: 9.031 eV
Largest force on an atom: 0.0523 Eh/bohr
LUMO level: 0.689 eV
SMILES string: CN(C)/N=N\c1ccccc1CO

The following is a quantum chemistry calculation of 3 unconnected molecules or ions with the total composition C9H13N3O12S3 at a distorted geometry, from the Open Molecules 2025 dataset.

Positions of all 40 atoms, in Å:
C 1.896 0.333 1.165
H -2.868 -0.279 0.699
S 4.817 0.243 0.802
H 5.760 -0.754 2.722
H -1.482 -1.525 -3.213
C -2.936 0.721 1.102
O 4.635 -0.165 -0.558
O -2.599 2.985 0.657
H 1.307 1.228 1.219
C 3.302 0.603 1.752
H -2.733 -3.361 -4.218
O -1.725 1.059 1.809
H -3.999 -2.260 -4.809
S -4.214 -1.107 -2.145
O -3.992 -2.560 -2.771
S -1.465 2.634 1.730
C 5.654 -1.058 1.694
H -4.068 1.895 -0.336
C 3.364 1.995 2.153
H 3.371 0.068 2.688
N 1.780 -1.884 1.883
H -3.771 0.779 1.804
N 1.796 -0.620 -1.271
O -3.150 -0.324 -3.047
H -2.388 1.558 -0.816
C -2.360 -1.257 -3.804
H -2.043 -0.804 -4.739
H 6.631 -1.083 1.250
O -1.802 3.237 2.963
O -5.510 -0.643 -2.471
O 5.650 1.402 0.926
C -3.276 -2.444 -4.012
C -3.051 1.774 0.025
O -3.748 -1.125 -0.801
H 5.164 -2.012 1.575
O 1.932 -2.400 2.907
C 1.787 -0.176 -0.205
N 3.320 3.086 2.528
O 1.208 -0.580 2.039
O -0.192 2.824 1.123

Charge: 0
2S+1: 1
Orbital gap: 10.240 eV
Largest force on an atom: 0.0544 Eh/bohr
LUMO level: -1.007 eV
SMILES string: CS(=O)(=O)[C@@H](C#N)[C@@H](C#N)ON=O.O=S1(=O)OCCO1.O=S1(=O)OCCO1

The following is a quantum chemistry calculation of 3 unconnected molecules or ions with the total composition C9H13N3O2 at a distorted geometry, from the Open Molecules 2025 dataset.

Positions of all 27 atoms, in Å:
H 38.679 -88.796 21.151
N 40.672 -92.114 15.727
C 40.826 -89.792 21.403
H 39.735 -88.138 18.498
H 37.114 -94.149 18.693
H 37.368 -91.384 18.956
C 39.838 -93.316 16.063
C 37.993 -93.671 19.005
H 40.100 -93.772 17.128
H 40.026 -94.086 15.264
H 40.048 -90.980 19.651
O 40.061 -91.177 15.252
H 38.783 -93.046 16.252
C 39.268 -94.314 19.400
H 40.906 -90.219 22.343
H 43.034 -90.407 20.360
C 40.222 -93.136 19.548
C 39.572 -89.040 20.704
O 41.837 -92.227 15.764
C 40.125 -88.811 19.367
H 41.314 -93.189 19.984
C 41.898 -89.923 20.438
H 39.675 -95.272 19.617
C 38.112 -92.248 19.059
H 41.978 -89.296 18.318
N 39.487 -92.030 19.332
N 41.353 -89.421 19.200

Charge: 0
Energy relative to the best compared isomer or geometry (same formula, charge and spin): 152.8 kcal per mole
2S+1: 1
Orbital gap: 8.543 eV
Largest force on an atom: 0.1702 Eh/bohr
LUMO level: 0.609 eV
SMILES string: C[N+](=O)[O-].c1cc[nH]c1.c1cc[nH]c1

The following is a quantum chemistry calculation of a single C9H13N3O2S2 molecule at a distorted geometry, from the Open Molecules 2025 dataset.

Positions of all 29 atoms, in Å:
C -0.108 1.333 -2.949
C 0.688 0.598 1.042
C -0.906 -1.893 1.243
C 2.407 -0.877 -0.053
H 0.509 -2.469 -0.220
C -2.173 -0.901 3.169
H 1.193 2.947 -2.947
H 1.560 1.892 -1.722
H 2.389 -1.593 -0.779
C -0.804 0.590 1.593
C -1.339 0.683 -1.076
C 1.250 1.937 -2.734
H -3.153 -1.306 2.929
H -0.789 1.205 2.460
H -2.218 -0.003 3.764
N -0.990 1.676 -1.901
S -2.084 1.187 0.356
N -1.236 -0.767 1.986
C -0.036 -1.507 0.018
H 0.194 0.207 -3.130
H 2.844 -0.086 -0.629
O 1.532 1.232 1.594
S -1.187 -1.085 -1.238
H 2.995 -1.004 0.793
O -1.205 -2.998 1.573
H 2.016 1.460 -3.417
H -1.634 -1.664 3.764
H -0.708 1.696 -3.771
N 0.994 -0.492 0.283

Charge: 0
2S+1: 1
Orbital gap: 8.671 eV
Largest force on an atom: 0.1090 Eh/bohr
LUMO level: -0.114 eV
SMILES string: CCN=C1S[C@@H]2C(=O)N(C)[C@H](S1)C(=O)N2C

Question: Which value of LUMO level does entry 4 give?
Answer: -0.114 eV

Question: What is the charge in the third record?
Answer: 0

Repeat the first record exactly.
The following is a quantum chemistry calculation of a single C9H13N3O molecule at a distorted geometry, from the Open Molecules 2025 dataset.

Positions of all 26 atoms, in Å:
H 1.762 1.273 0.487
H 0.665 2.101 -1.940
O -2.537 -1.999 0.509
C -1.373 2.521 -1.201
C -0.218 1.765 -1.409
C 1.538 0.449 1.120
N 1.811 -0.781 -0.909
H 2.140 0.680 2.059
H 2.848 -2.500 0.423
C 2.868 -1.593 0.941
H 3.858 -1.079 0.729
C -1.232 -1.599 0.048
H -3.267 2.615 -0.185
C -2.346 0.665 -0.016
H -0.546 -1.706 0.902
H 2.790 -1.745 2.037
H -2.948 -2.371 -0.303
C -0.171 0.432 -1.078
N 1.032 -0.149 -1.616
N 1.790 -0.814 0.466
H -1.297 3.521 -1.619
H -3.125 0.238 0.610
H 0.512 0.495 1.517
H -0.844 -2.251 -0.717
C -2.447 1.985 -0.452
C -1.264 -0.153 -0.401

Charge: 0
Energy relative to the best compared isomer or geometry (same formula, charge and spin): 85.6 kcal per mole
2S+1: 1
Orbital gap: 9.031 eV
Largest force on an atom: 0.0523 Eh/bohr
LUMO level: 0.689 eV
SMILES string: CN(C)/N=N\c1ccccc1CO